Entry 1:
Density functional theory data (wB97M-V/def2-TZVPD) for a molecular structure, C29H72BNO17P4Si2 at a distorted geometry.

As for the LUMO energy: -0.03 eV. Its total energy is -4451.6513 Eh. The HOMO energy is -0.3044 Ha. The frontier orbital gap comes out at 8.3 eV.

Last column: Mulliken charge in e.
Cartesian coordinates (Å):
C  -2.00728  -0.23972  1.71076  -1.032
C  -1.55072  -1.47250  0.95916  0.629
O  -1.14966  -1.35267  -0.16713  -0.575
N  -1.62596  -2.74230  1.54939  -0.256
C  -0.33995  -3.26874  2.03938  -1.099
C  0.33858  -2.32873  3.04869  -0.402
C  1.27891  -3.04150  4.02753  -0.658
C  2.26495  -2.01947  4.64747  -0.942
Si  2.81184  -2.57893  6.35978  0.131
C  4.24309  -1.47963  6.89518  -0.600
B  4.40176  -0.19726  5.99855  0.500
O  4.97826  -0.27855  4.74863  -0.571
O  4.02538  1.05816  6.42572  -0.553
O  3.23084  -4.17768  6.16102  -0.265
Si  4.14330  -4.98407  7.29300  0.310
C  3.44504  -4.88210  9.04054  -0.236
C  4.01436  -5.89746  9.97736  -0.203
O  3.31080  -6.58278  10.66002  -0.463
P  1.15953  -2.32762  7.81448  0.429
C  0.61400  -0.56584  7.92363  -1.051
C  -0.25185  -3.46086  7.48656  -1.228
H  -2.76990  0.30859  1.16674  0.319
H  -2.35096  -0.53178  2.70420  0.338
H  -1.12498  0.37651  1.88447  0.251
H  -2.33623  -2.78038  2.26906  0.314
H  -0.49303  -4.26504  2.45422  0.429
H  0.29784  -3.39465  1.16387  0.329
H  -0.45129  -1.83495  3.61892  0.263
H  0.91165  -1.59083  2.48210  0.362
H  0.64254  -3.46665  4.81024  0.107
H  1.82236  -3.86083  3.55922  0.444
H  1.77702  -1.04087  4.68124  0.581
H  3.12194  -1.99180  3.96943  0.579
H  5.20249  -2.00368  6.90765  0.429
H  4.04824  -1.14790  7.92153  0.322
H  4.39126  0.07336  4.07084  0.285
H  3.23105  1.04648  6.96902  0.290
H  4.11773  -6.40851  6.90087  -0.214
H  5.56355  -4.57285  7.27540  -0.170
H  2.36216  -4.99014  8.96055  0.197
H  3.60050  -3.85715  9.39482  0.310
H  5.11338  -5.99029  10.02819  0.325
H  1.10390  0.09584  7.20911  0.197
H  -0.46932  -0.49276  7.84601  0.411
H  0.87601  -0.20384  8.91675  0.345
H  0.16391  -4.35926  7.02606  0.326
H  -1.00500  -3.07217  6.80124  0.360
H  -0.70181  -3.75457  8.43119  0.399
O  -5.13022  1.14482  -1.72101  -0.865
P  -4.96653  1.61066  -3.11560  0.893
O  -6.18643  0.91534  -3.94371  -0.072
C  -7.52366  1.34399  -3.67719  -0.633
C  -7.81277  2.72285  -4.24625  -0.942
O  -3.73438  0.68723  -3.63329  -0.211
C  -2.91857  -0.06232  -2.72402  -0.144
C  -3.41526  -1.48391  -2.58543  -1.090
O  -4.62701  2.71292  -4.26281  -0.218
C  -4.14407  4.01704  -3.86661  -0.332
C  -2.81674  3.93229  -3.13958  -1.095
H  -7.71187  1.32340  -2.60021  0.384
H  -8.17984  0.60895  -4.14339  0.423
H  -7.26012  3.49603  -3.70591  0.240
H  -8.87515  2.95431  -4.16570  0.409
H  -7.51420  2.78030  -5.29305  0.247
H  -2.86204  0.43199  -1.75598  0.158
H  -1.91002  -0.06398  -3.13861  0.360
H  -4.47635  -1.51573  -2.33437  0.241
H  -2.85446  -2.00673  -1.81211  0.336
H  -3.29379  -2.02360  -3.52658  0.304
H  -4.89444  4.51091  -3.24340  0.303
H  -4.04098  4.59814  -4.78073  0.340
H  -2.91897  3.40929  -2.18367  0.315
H  -2.42932  4.93049  -2.93591  0.423
H  -2.08841  3.38463  -3.73650  0.275
O  -5.74128  -2.10483  -9.85810  -0.780
P  -6.49128  -0.86711  -9.59634  1.003
O  -7.74627  -0.78512  -10.60334  -0.329
C  -8.77617  -1.77182  -10.50696  -0.334
C  -9.64935  -1.58097  -9.27911  -0.904
O  -5.57516  0.31743  -10.21489  -0.332
C  -4.24890  0.06834  -10.67685  -0.287
C  -4.22999  -0.20572  -12.16639  -1.120
O  -7.06178  0.07089  -8.42402  -0.325
C  -6.69396  -0.23074  -7.05245  0.020
C  -5.20249  -0.11506  -6.83244  -0.786
H  -8.33217  -2.77114  -10.51433  0.285
H  -9.37872  -1.67121  -11.40866  0.327
H  -9.09614  -1.80339  -8.36346  0.190
H  -10.51260  -2.24613  -9.31774  0.409
H  -9.99555  -0.55023  -9.20961  0.247
H  -3.79008  -0.74850  -10.12041  0.319
H  -3.67089  0.96849  -10.45897  0.360
H  -4.93370  -0.99488  -12.43009  0.288
H  -3.23136  -0.50116  -12.49192  0.365
H  -4.52379  0.68748  -12.71972  0.277
H  -7.04637  -1.23284  -6.79273  0.258
H  -7.22225  0.48039  -6.42207  -0.025
H  -4.65484  -0.86827  -7.40849  0.446
H  -4.96074  -0.25204  -5.78068  0.083
H  -4.84349  0.86361  -7.15114  0.298
O  9.94094  3.02566  2.31107  -0.774
P  8.52646  3.41122  2.42664  1.004
O  7.90594  3.60933  0.95478  -0.336
C  7.82378  2.48052  0.08017  -0.366
C  6.73457  1.50564  0.49254  -0.886
O  8.55161  4.95443  2.91826  -0.361
C  9.76465  5.58875  3.32145  -0.272
C  10.39707  6.34318  2.17061  -1.104
O  7.16535  3.09342  3.22121  -0.268
C  7.21176  2.17599  4.34256  -0.014
C  8.09252  2.69442  5.46189  -1.231
H  8.79414  1.97893  0.03233  0.290
H  7.60838  2.87866  -0.91026  0.319
H  6.99234  0.99676  1.42474  0.175
H  6.59321  0.74451  -0.27532  0.427
H  5.79241  2.02868  0.65487  0.249
H  10.45950  4.86499  3.74676  0.314
H  9.49950  6.28531  4.11908  0.352
H  10.51556  5.70195  1.29753  0.285
H  11.37505  6.73354  2.45609  0.365
H  9.76407  7.18039  1.87322  0.275
H  7.55830  1.19872  3.99846  0.271
H  6.19057  2.05816  4.69360  0.214
H  9.13955  2.75408  5.15075  0.354
H  8.03604  2.03303  6.32655  0.412
H  7.78141  3.69535  5.76033  0.317



Entry 2:
Density functional theory data (wB97M-V/def2-TZVPD) for a molecular structure, C25H23N8NiO2S4 at a distorted geometry.

As for the energy above the lowest of the compared OMol25 structures with the same formula, charge and spin: 116.1 kJ/mol. As for the net charge: +1. As for the LUMO energy (alpha / beta): -3.38 / -3.39 eV. Its total energy is -4655.9382 Eh. The HOMO energy (alpha / beta) is -0.3777 / -0.3777 Ha. The frontier orbital gap (alpha / beta) comes out at 6.9 / 6.9 eV.

Last column: natural (NBO) charge in e.
Cartesian coordinates (Å):
Ni  0.75004  -0.58922  0.83313  1.197
N  -1.08466  -0.83462  3.87733  -0.787
C  0.26294  -0.82012  3.92523  0.293
N  1.02604  -0.98652  2.88083  -0.571
C  2.35974  -1.04562  3.21273  0.092
C  2.61714  -0.88612  4.53833  -0.418
S  1.14644  -0.69212  5.42103  0.437
C  3.27174  -1.33982  2.12963  0.173
C  4.61044  -1.55472  2.20883  -0.442
S  5.24444  -1.95862  0.65983  0.401
C  3.63144  -1.79122  -0.02037  0.303
N  2.72544  -1.48502  0.86803  -0.625
N  3.41984  -2.04962  -1.32147  -0.796
H  -1.47186  -0.61542  2.96663  0.423
H  -1.59316  -0.48502  4.67263  0.410
H  3.55824  -0.87382  5.04293  0.254
H  5.24584  -1.50132  3.06893  0.250
H  4.24434  -2.19832  -1.88207  0.399
H  2.69134  -1.52142  -1.80357  0.431
O  1.78104  -0.17072  -2.59607  -0.951
S  1.05794  0.51988  -1.55637  2.293
O  1.81214  0.85368  -0.35467  -0.983
N  -0.20036  -0.34292  -1.01777  -1.019
C  -0.55036  -1.54132  -1.59297  0.213
C  -0.67356  -1.78222  -2.94577  -0.246
C  -1.14446  -3.01792  -3.40307  -0.181
C  -1.51166  -4.00642  -2.52747  -0.188
C  -1.36276  -3.81402  -1.14067  -0.079
C  -1.67186  -4.79312  -0.17767  -0.104
C  -1.38056  -4.54722  1.13633  -0.261
C  -0.78856  -3.32862  1.49733  0.088
N  -0.52656  -2.37022  0.63573  -0.497
C  -0.82946  -2.58902  -0.67037  0.115
C  0.36064  2.04268  -2.18897  -0.251
C  0.61484  3.22448  -1.51867  -0.209
C  0.03414  4.39678  -1.97217  -0.207
C  -0.79736  4.37758  -3.08047  -0.182
C  -1.04876  3.18728  -3.74457  -0.196
C  -0.47186  2.01198  -3.29357  -0.224
H  -0.39766  -1.02032  -3.65417  0.223
H  -1.22856  -3.17942  -4.46627  0.228
H  -1.88166  -4.95432  -2.88467  0.223
H  -2.13276  -5.71792  -0.48817  0.230
H  -1.59746  -5.27532  1.89973  0.235
H  -0.53696  -3.14272  2.53063  0.207
H  1.27084  3.20708  -0.66047  0.253
H  0.23664  5.32518  -1.46197  0.227
H  -1.24886  5.29218  -3.43147  0.227
H  -1.68566  3.17408  -4.61477  0.228
H  -0.65936  1.07788  -3.79837  0.224
C  -1.61826  4.27948  2.15843  -0.407
N  -1.92476  3.39648  1.07083  -0.349
C  -2.82336  3.60178  0.05283  -0.066
C  -2.80186  2.50448  -0.74097  -0.068
N  -1.90566  1.62138  -0.19287  -0.543
C  -1.35706  2.18358  0.90153  0.260
S  -0.19636  1.51518  1.91573  -0.306
H  -2.18216  5.20108  2.05193  0.224
H  -0.54986  4.49868  2.16753  0.230
H  -1.87436  3.80378  3.10663  0.225
H  -3.39676  4.50428  -0.01587  0.236
H  -3.34646  2.27768  -1.63347  0.240
H  -1.51976  0.74358  -0.57887  0.467